(1)
Below is a 4-piece molecular cluster, C14H32N3O7PS2 overall, with properties calculated with the ωB97M-V functional and the def2-TZVPD basis.

Structure (XYZ):
```
59
Properties=species:S:1:pos:R:3:forces:R:3:mulliken_charge:R:1
H 2.7594 0.3888 0.5452 -0.25 -2.02 -0.99 0.1376
H -0.8124 -0.4876 -0.4703 0.69 0.90 0.53 0.3628
N 0.0895 -0.0276 -0.2161 0.32 -0.78 1.67 -0.0285
H 0.7434 3.3438 -3.9896 0.24 0.52 -0.20 0.2948
O 4.8331 -2.7090 0.0652 0.54 0.03 0.41 -0.4486
H 4.2637 -3.9605 -1.4557 0.08 0.10 0.17 0.2385
H 1.5104 2.6488 1.1761 -1.89 -0.38 -1.49 0.4468
H 2.6862 -2.3427 3.7389 0.13 0.00 0.22 0.2245
C -3.8429 -1.3033 2.7454 1.51 1.75 4.25 0.2322
H -1.4380 2.0648 2.3188 -0.57 -1.45 -1.99 0.3455
H -2.1800 2.7785 -0.3454 -0.79 -2.25 1.35 0.2923
H 0.9846 -1.8764 -0.9128 -0.03 1.51 2.10 0.4232
H 1.2682 -3.4509 2.3204 0.55 -0.19 -0.05 0.2476
N -0.6495 -0.2677 3.0513 0.37 3.02 0.48 -0.3778
C -1.9192 -0.1272 2.1852 1.91 0.05 -1.55 0.2462
H 0.6494 2.2251 -5.9872 -0.12 -0.07 -0.30 0.2351
C -1.5990 1.2899 1.4268 0.45 -1.15 0.34 -0.7882
H 3.1266 2.8240 -1.9291 -1.39 -0.83 0.36 0.3267
H -3.5194 2.4110 0.9278 1.91 -1.14 -1.24 0.4661
H 2.9842 -0.6221 -1.0746 -0.41 -0.06 2.54 0.2570
C 2.7610 -3.4176 3.5572 -0.21 0.16 0.08 -0.5638
H 0.7839 -1.8450 0.9600 0.50 1.59 -1.54 0.0063
H 1.2175 3.7246 -6.7667 -0.04 -0.05 0.17 0.2329
H -5.5646 0.7538 0.6844 0.62 0.19 -2.57 0.2426
P 0.9400 2.6779 -1.2776 1.79 5.94 -1.71 0.8660
H -0.3723 3.6959 -5.9599 -0.07 -0.09 -0.26 0.2585
C 2.6576 -0.6726 0.0591 -0.78 -0.12 0.29 -0.2931
C 1.0587 -1.1592 0.0388 1.52 -1.35 -0.98 -0.3672
O 1.2669 3.7210 -4.7170 -0.01 -0.20 0.23 -0.4627
O 1.7190 0.7815 3.0249 -8.08 -1.78 -3.81 -0.5935
O -0.2967 2.1190 -2.3773 3.54 -1.17 0.94 -0.5577
H -0.9726 0.3229 3.8753 1.18 -1.31 -0.46 0.3396
C 0.5135 2.4407 0.5704 0.89 -0.87 0.63 -0.8376
H 2.2275 -3.9677 4.3364 0.18 0.08 0.20 0.3140
H -6.8192 -1.1211 -0.1177 1.68 1.01 -1.91 0.2244
H 5.3217 -2.7778 0.9032 -0.27 0.10 -0.47 0.2526
C -5.3337 0.6657 -0.4798 -1.71 0.66 0.69 -0.3205
C -6.1537 -0.6673 -0.9983 -0.06 -0.25 -0.08 -0.7569
C 0.5313 0.5094 2.4318 3.27 -0.05 2.02 0.1006
H 3.8128 -3.7132 3.5610 -0.17 -0.01 -0.09 0.2190
O 2.2011 -3.7241 2.2936 -0.47 -0.05 -0.34 -0.4360
C -0.0380 0.9237 0.9511 -0.97 3.04 0.37 0.6482
O 1.0612 4.2705 -1.4997 -0.71 -5.89 0.87 -0.7090
O 2.5530 2.0449 -1.6653 -2.89 1.05 0.50 -0.4835
H -6.9072 -0.4061 -1.8794 1.84 -0.49 1.85 0.2544
N -3.1373 -0.1423 3.0831 -3.00 -6.99 -3.66 -0.5001
H -0.2480 3.2932 0.8728 1.62 -1.78 -0.95 0.3662
C 4.8075 -4.0026 -0.5091 0.09 -0.14 0.21 -0.6031
H 5.8301 -4.3407 -0.6936 -0.07 -0.22 -0.15 0.2804
S -3.4802 0.5838 -0.7578 0.08 0.12 0.35 -0.1901
H -1.8506 -1.0645 1.4759 -0.51 2.12 1.07 0.3299
H 0.0788 1.3208 -2.8875 -0.89 1.43 1.22 0.3573
C 0.6518 3.3161 -5.9260 -0.03 0.01 0.33 -0.5714
H -5.7246 1.5992 -1.0928 0.72 -1.86 1.62 0.3274
H 3.3182 -1.4410 0.6890 -1.75 1.79 -1.75 -0.0225
C -2.6368 1.8935 0.3125 -0.94 1.32 1.33 -0.8326
S -4.6314 -2.8264 3.0001 2.49 5.18 -1.37 -0.1242
H 4.3007 -4.6935 0.1692 -0.02 -0.17 -0.17 0.2383
H -5.3849 -1.4753 -1.3643 -1.64 1.45 0.68 0.2329
```
Positions in Å, forces in eV/Å.

Calculated values
HOMO-LUMO gap	0.28443	Ha
charge	0
E_LUMO	-1.474	eV
HOMO level	-9.2	eV
structure (SMILES)	CCN[C@]1(CP(=O)(O)O)C(=O)N[C@@H](N=C=S)[C@@H]1CSCC.CO.CO.CO

=====

(2)
Below is a 8-piece molecular cluster, C14H32N4O23S4 overall, with properties calculated with the ωB97M-V functional and the def2-TZVPD basis.

Structure (XYZ):
```
77
Properties=species:S:1:pos:R:3:forces:R:3:mulliken_charge:R:1
H 4.9566 -16.2574 3.3246 -0.05 -0.18 0.23 0.1297
O 8.7290 -20.2459 4.5014 -0.97 2.05 0.24 -0.4662
H 7.4465 -26.3728 3.8121 0.16 -0.61 0.09 0.3171
N 9.4214 -16.8407 9.0229 2.37 -1.87 1.27 1.0574
C 5.4732 -21.9193 5.5868 -0.81 1.71 0.27 0.3270
H 8.8504 -26.1650 5.7905 0.18 0.23 -0.70 0.2391
O 5.4051 -17.9608 1.7629 0.27 0.31 0.41 -0.5163
C 7.8998 -25.6317 5.7804 0.23 -0.04 -0.12 0.2526
H 3.2116 -16.5733 3.4587 -0.07 -0.41 -0.68 0.3637
H 12.7481 -25.3676 5.7481 0.56 -0.10 -0.16 0.2710
H 6.0800 -25.5607 4.3786 -0.02 0.74 0.65 0.2932
H 3.3477 -23.8361 6.9342 0.26 -0.21 -0.36 0.2886
N 4.3169 -22.0562 6.2485 -2.14 1.06 0.14 0.1706
H 8.7382 -22.2631 4.7857 0.13 0.08 -0.11 -0.0894
O 9.6610 -15.2538 3.9859 -3.06 0.81 2.05 -0.3015
H 13.1089 -25.9796 7.4221 -0.61 -0.27 -0.10 0.2734
O 7.7253 -15.3680 5.8379 1.34 1.72 -2.99 -0.4405
O 13.9025 -18.4998 6.9896 -3.31 0.69 -0.39 -0.3717
C 4.0669 -23.0840 7.2585 -0.24 0.49 -0.19 -0.9109
H 7.7451 -16.1061 1.5213 0.00 -0.28 0.00 0.3863
H 3.0351 -20.3776 6.8394 -0.16 -0.30 0.04 0.3104
H 8.5322 -22.0080 7.2262 -0.22 0.01 -0.68 0.5040
H 15.8214 -18.3016 7.0236 0.43 0.38 -1.04 0.3100
O 10.1752 -16.1803 8.3729 0.88 0.73 -1.06 -0.5536
H 9.8966 -15.2123 2.0379 -0.57 -0.10 -0.63 0.2567
H 3.5352 -20.4423 5.1255 0.27 0.26 0.22 0.0525
C 3.2212 -21.0313 5.9873 1.52 -1.43 -0.71 -0.6972
C 9.2641 -21.3936 5.1799 -0.83 -0.53 -1.65 -0.0373
H 15.1126 -18.7317 5.2866 0.18 0.63 0.15 0.3086
O 13.8561 -20.8084 6.8153 -1.48 0.22 -1.19 -0.2333
H 2.3552 -21.5495 5.5756 -0.34 -0.04 0.68 0.3672
N 11.3481 -24.7742 7.0849 3.84 -1.57 -0.52 0.7279
H 9.7589 -18.7982 8.5363 0.28 -0.28 0.35 -0.0564
O 7.2532 -15.4096 3.3325 1.12 0.59 1.44 -0.2831
O 4.7911 -26.4168 7.1175 2.56 -1.04 -1.00 -0.5163
O 8.0186 -20.0470 6.7568 0.30 1.07 -0.86 -0.5064
H 4.2696 -17.4192 4.5039 0.43 -0.40 -0.25 0.2160
O 8.3695 -16.5024 9.4263 -2.91 0.83 0.75 -0.5945
N 4.4306 -18.0476 2.4784 -1.46 -1.69 -1.53 0.9906
S 12.7380 -19.6122 6.5029 1.35 -0.41 -0.17 1.0525
H 5.0071 -23.5446 7.5618 -0.17 0.02 -0.07 0.2948
C 8.9440 -21.1994 6.6223 1.39 0.71 1.66 -0.0083
O 6.4204 -27.2968 5.2764 -2.32 -4.20 2.50 -0.3596
C 15.2156 -20.3410 6.7784 -0.30 0.85 0.07 -0.3918
H 10.9668 -18.1835 9.7574 0.03 0.36 -0.73 0.2612
O 7.3468 -26.0481 7.0076 -2.67 -1.25 2.29 -0.2232
O 3.5715 -18.9265 2.3092 0.76 1.00 0.81 -0.6001
C 6.9000 -26.1835 4.7360 1.93 3.55 -1.99 -0.1376
C 4.2022 -17.0268 3.4892 0.22 1.34 1.10 -0.5755
O 6.3115 -28.3415 7.7213 -0.48 4.36 -3.61 -0.5763
O 6.8660 -18.7060 4.9569 1.24 0.33 1.03 -0.4119
C 12.7216 -25.1594 6.8177 0.01 0.26 0.09 -0.7564
H 9.9164 -20.9430 7.0427 -0.52 0.20 0.66 -0.0616
H 5.4978 -20.9592 5.0485 0.03 -0.10 -0.42 -0.0069
O 11.6103 -19.7759 7.3892 2.35 0.62 -0.66 -0.3749
C 15.1159 -18.8185 6.3731 0.29 -2.36 1.63 -0.4113
S 8.1413 -14.7225 4.5814 -0.05 1.67 -0.28 1.0541
H 3.5644 -22.5966 8.0939 0.31 0.08 0.30 0.3242
H 15.5364 -20.4472 7.8147 0.33 0.13 -0.11 0.2788
C 8.0408 -16.3224 2.5479 -0.15 0.17 -0.64 -0.0825
O 6.4273 -22.6311 5.6635 1.51 -1.59 0.02 -0.5584
H 8.0750 -24.5606 5.8812 -0.20 -0.11 -0.52 -0.3019
O 12.4530 -19.3992 5.0971 0.85 -0.47 1.76 -0.5746
S 6.0838 -27.0807 6.8808 0.73 -1.51 2.63 0.9908
H 10.3083 -21.4078 4.8676 0.07 -0.34 0.82 0.4232
H 10.2379 -16.7181 2.8138 -0.58 -0.59 -0.26 0.2648
O 10.7192 -25.4182 7.9301 -2.48 -1.36 2.31 -0.7996
C 9.9233 -18.2183 9.4445 -0.05 -0.07 -0.18 -0.3839
C 9.4827 -15.9356 2.7406 2.02 0.78 0.36 -0.3467
H 7.8500 -17.3734 2.7650 -0.24 0.22 0.40 0.0702
H 9.4118 -18.6266 10.3161 -0.67 0.38 -0.41 0.2821
H 13.3657 -24.3166 7.0685 0.22 0.41 -0.32 0.0883
O 10.9881 -23.7670 6.4446 -1.83 2.93 -1.54 -0.6925
O 8.0932 -13.2132 4.4166 0.10 -5.02 0.67 -0.5910
S 8.1714 -19.0379 5.4906 1.11 -2.87 -1.40 1.0796
O 9.2250 -18.0477 5.6257 -1.80 -1.13 0.26 -0.3912
H 15.8668 -20.9088 6.1138 -0.45 -0.22 -0.09 0.3140
```
Positions in Å, forces in eV/Å.

Calculated values
2S+1	2
HOMO-LUMO gap (alpha / beta)	0.10369 / 0.24134	Ha
charge	-1
E_LUMO (alpha / beta)	1.673 / 1.673	eV
HOMO level (alpha / beta)	-1.1 / -4.9	eV

=====

Number 1: electronic energy -2381.01657 Eh, F_max 9.1 eV/A. Number 2: electronic energy -4094.46700 Eh, F_max 5.7 eV/A.